Computed, not measured: 11 unconnected molecules or ions with the total composition C13H51N5O11 in a non-equilibrium geometry, with ωB97M-V/def2-TZVPD.

Results
Lowest unoccupied orbital energy (alpha / beta) = 2.2 / 2.1 eV
HOMO (alpha / beta) = -0.24 / -6.64 eV
Net charge = -1
Frontier orbital gap (alpha / beta) = 2.46 / 8.78 eV
2S+1 = 2

Atoms and positions in Å:
C1 -2.929 4.784 -2.967
C2 -3.626 3.421 -3.260
C3 -3.084 2.212 -2.461
O1 -3.663 1.026 -3.062
C4 -3.051 -0.193 -2.731
N1 -5.023 3.827 -2.941
H1 -1.909 4.805 -3.350
H2 -2.935 4.942 -1.888
H3 -3.331 5.633 -3.519
H4 -3.462 3.238 -4.322
H5 -3.307 2.203 -1.394
H6 -2.016 2.124 -2.658
H7 -2.706 -0.323 -1.705
H8 -2.299 -0.526 -3.447
H9 -3.831 -0.951 -2.811
H10 -4.986 4.131 -1.978
H11 -5.563 2.997 -2.743
C5 0.635 -3.421 1.585
C6 -0.585 -4.117 0.971
C7 -1.687 -4.479 2.055
O2 -2.819 -5.115 1.386
C8 -3.865 -5.407 2.313
N2 -1.107 -3.355 -0.136
H12 1.224 -3.069 0.738
H13 1.130 -4.193 2.174
H14 0.340 -2.580 2.212
H15 -0.249 -4.949 0.353
H16 -1.997 -3.529 2.490
H17 -1.303 -5.025 2.917
H18 -4.150 -4.472 2.795
H19 -3.601 -6.050 3.154
H20 -4.754 -5.867 1.882
H21 -1.363 -2.507 0.350
H22 -2.029 -3.766 -0.087
C9 2.740 -0.867 1.572
C10 3.527 -0.131 2.667
C11 4.962 -0.861 2.759
O3 5.785 -0.071 3.692
C12 7.100 -0.651 3.712
N3 3.640 1.183 2.178
H23 2.752 -1.931 1.808
H24 3.272 -0.911 0.621
H25 1.728 -0.469 1.502
H26 2.848 -0.293 3.504
H27 5.439 -0.961 1.784
H28 4.860 -1.907 3.046
H29 7.643 -0.214 4.550
H30 7.634 -0.333 2.817
H31 7.119 -1.739 3.638
H32 4.016 1.798 2.887
H33 4.460 1.212 1.590
O4 -1.447 0.199 2.553
H34 -0.849 0.396 3.274
H35 -1.128 0.732 1.825
O5 1.417 2.488 1.305
H36 1.684 2.153 0.449
H37 2.123 2.225 1.896
O6 -1.031 1.861 0.477
H38 -1.723 2.515 0.573
H39 -0.224 2.333 0.685
O7 0.280 -1.425 -3.374
H40 0.048 -1.197 -2.474
H41 0.719 -2.272 -3.301
O8 -0.174 -0.317 -0.977
H42 -0.651 0.438 -0.633
H43 0.748 -0.067 -0.915
O9 -3.764 0.670 0.546
H44 -2.875 0.965 0.740
H45 -3.947 0.004 1.209
O10 2.625 1.314 -1.092
H46 3.164 0.533 -0.963
H47 3.181 1.908 -1.596
C13 0.628 2.888 -3.430
O11 0.365 3.706 -4.309
N4 0.980 1.672 -3.645
N5 0.670 3.182 -2.165
H48 1.213 1.370 -4.580
H49 0.818 0.933 -2.976
H50 1.228 2.504 -1.666
H51 0.295 3.984 -1.678

Here are the Löwdin charges for atoms 1 to 6, given in e:
1. C -0.079
2. C -0.376
3. C -0.156
4. O -0.189
5. C -0.123
6. N 0.017

***

Computed, not measured: 14 unconnected molecules or ions with the total composition C30H96O38P8 in a non-equilibrium geometry, with ωB97M-V/def2-TZVPD.

Results
Lowest unoccupied orbital energy = 0.1 eV
HOMO = -9.09 eV
Frontier orbital gap = 9.19 eV

Atoms and positions in Å:
C1 5.643 -0.383 -2.715
O1 4.909 0.429 -3.655
H1 5.595 -1.459 -2.877
H2 6.655 0.022 -2.724
H3 5.392 -0.173 -1.675
H4 4.192 -0.123 -3.975
C2 -3.595 3.521 2.616
O2 -4.732 2.624 2.725
H5 -3.253 3.658 3.642
H6 -2.847 2.996 2.023
H7 -3.620 4.467 2.074
H8 -5.036 2.389 1.846
C3 0.467 5.008 -2.170
O3 -0.165 6.019 -1.348
H9 1.322 4.608 -1.625
H10 -0.262 4.263 -2.488
H11 0.922 5.501 -3.030
H12 0.458 6.707 -1.102
C4 2.623 2.918 2.841
O4 2.953 2.442 1.528
H13 3.199 2.290 3.521
H14 2.918 3.961 2.950
H15 1.572 2.691 3.019
H16 2.141 2.108 1.139
C5 1.311 1.296 6.162
O5 1.587 2.704 6.314
H17 0.902 1.021 7.134
H18 0.647 1.170 5.307
H19 2.186 0.652 6.063
H20 0.814 3.216 6.066
C6 3.396 2.899 -2.879
O6 4.587 3.167 -3.623
H21 3.355 3.336 -1.882
H22 2.687 3.424 -3.519
H23 3.208 1.826 -2.914
H24 5.134 2.396 -3.790
C7 -1.393 0.598 2.116
O7 -0.442 -0.242 1.503
P1 0.282 0.266 0.141
O8 0.856 1.589 0.351
O9 1.412 -0.819 -0.231
C8 2.618 -0.510 -0.930
O10 -0.790 0.121 -1.058
C9 -0.677 0.967 -2.145
H25 -2.218 0.129 2.652
H26 -1.804 1.318 1.409
H27 -0.992 1.196 2.935
H28 2.685 0.473 -1.395
H29 2.856 -1.210 -1.731
H30 3.460 -0.517 -0.238
H31 -0.163 0.366 -2.895
H32 0.036 1.786 -2.055
H33 -1.616 1.325 -2.565
C10 5.731 1.488 4.791
O11 4.642 0.680 4.323
P2 4.886 -0.980 4.387
O12 6.297 -1.491 4.275
O13 3.993 -1.443 5.751
C11 4.657 -1.237 6.917
O14 3.871 -1.462 3.188
C12 2.572 -0.866 2.892
H34 5.419 1.891 5.755
H35 5.962 2.239 4.036
H36 6.645 0.910 4.931
H37 5.731 -1.393 6.808
H38 4.437 -2.037 7.623
H39 4.323 -0.401 7.531
H40 2.533 -0.474 1.876
H41 2.344 -0.044 3.570
H42 1.831 -1.662 2.961
C13 -4.938 -0.656 4.358
O15 -4.992 -1.995 4.027
P3 -6.018 -2.413 2.793
O16 -7.413 -1.858 2.749
O17 -5.193 -2.060 1.425
C14 -5.305 -0.752 0.960
O18 -5.874 -4.096 2.795
C15 -6.933 -4.928 2.302
H43 -5.693 -0.024 3.890
H44 -3.989 -0.215 4.054
H45 -4.924 -0.341 5.401
H46 -6.206 -0.294 1.369
H47 -5.529 -0.692 -0.106
H48 -4.429 -0.128 1.142
H49 -7.074 -5.724 3.033
H50 -6.614 -5.397 1.371
H51 -7.914 -4.456 2.251
C16 6.740 -3.222 1.197
O19 6.695 -4.189 0.174
P4 5.500 -5.308 0.121
O20 5.683 -6.271 -1.028
O21 5.501 -5.871 1.619
C17 6.461 -6.772 2.129
O22 4.082 -4.428 0.147
C18 3.096 -4.504 -0.901
H52 7.198 -3.610 2.106
H53 5.755 -2.847 1.476
H54 7.359 -2.369 0.919
H55 7.383 -6.694 1.553
H56 6.180 -7.823 2.064
H57 6.797 -6.482 3.125
H58 3.240 -5.375 -1.541
H59 3.172 -3.588 -1.487
H60 2.111 -4.440 -0.438
C19 -3.377 -3.114 6.104
O23 -2.634 -1.986 5.792
P5 -1.113 -2.229 5.120
O24 -0.346 -1.031 4.724
O25 -0.353 -3.066 6.251
C20 0.847 -2.664 6.812
O26 -1.343 -3.337 4.049
C21 -2.048 -3.138 2.874
H61 -2.896 -3.745 6.852
H62 -3.633 -3.709 5.227
H63 -4.342 -2.846 6.535
H64 0.939 -1.578 6.800
H65 1.731 -3.006 6.276
H66 1.020 -2.851 7.872
H67 -2.307 -4.041 2.322
H68 -1.454 -2.595 2.140
H69 -2.870 -2.423 2.928
C22 0.561 -0.855 -6.799
O27 0.457 -1.294 -5.517
P6 1.741 -1.932 -4.668
O28 2.940 -1.066 -4.378
O29 1.028 -2.483 -3.365
C23 -0.041 -3.432 -3.514
O30 2.098 -3.354 -5.386
C24 3.168 -4.157 -4.944
H70 -0.326 -1.199 -7.332
H71 1.516 -0.983 -7.308
H72 0.494 0.232 -6.746
H73 0.069 -4.301 -2.865
H74 -0.104 -3.782 -4.545
H75 -1.001 -2.961 -3.304
H76 3.528 -4.007 -3.926
H77 3.939 -4.430 -5.665
H78 2.507 -5.013 -4.805
C25 -6.783 0.440 -6.137
O31 -5.463 0.940 -6.041
P7 -4.578 0.703 -4.678
O32 -5.268 1.015 -3.367
O33 -3.110 1.370 -5.034
C26 -2.425 0.957 -6.178
O34 -4.168 -0.918 -4.692
C27 -3.674 -1.447 -3.462
H79 -6.864 -0.607 -5.845
H80 -6.947 0.516 -7.212
H81 -7.574 1.080 -5.745
H82 -2.548 -0.115 -6.333
H83 -1.353 1.087 -6.028
H84 -2.729 1.518 -7.062
H85 -4.386 -1.583 -2.647
H86 -2.830 -0.877 -3.073
H87 -3.201 -2.410 -3.656
C28 -1.237 7.982 -3.823
O35 -1.965 6.692 -3.935
P8 -3.565 6.696 -3.913
O36 -4.143 7.845 -3.144
O37 -3.962 6.627 -5.515
C29 -4.802 7.564 -6.124
O38 -4.044 5.229 -3.406
C30 -3.594 4.833 -2.138
H88 -0.315 8.063 -4.399
H89 -1.005 8.230 -2.787
H90 -1.778 8.859 -4.180
H91 -5.818 7.220 -6.320
H92 -4.387 7.731 -7.118
H93 -4.604 8.507 -5.615
H94 -3.160 3.839 -2.242
H95 -4.449 4.932 -1.469
H96 -2.835 5.537 -1.797

Here are the Löwdin charges for atoms 1 to 6, given in e:
1. C -0.119
2. O -0.160
3. H 0.082
4. H 0.080
5. H 0.064
6. H -0.017

***

Computed, not measured: a single C6H6O molecule, with ωB97M-V/def2-TZVPD.

Results
Lowest unoccupied orbital energy = 0.8 eV
HOMO = -8.56 eV
Frontier orbital gap = 9.37 eV

Atoms and positions in Å:
C1 2.583 0.220 0.718
C2 1.418 -0.011 0.531
C3 0.023 -0.326 0.301
C4 -1.034 0.723 0.607
C5 -2.215 0.284 -0.258
O1 -1.711 -0.392 -1.252
C6 -0.285 -0.629 -1.150
H1 3.608 0.429 0.896
H2 -0.766 1.744 0.292
H3 -1.286 0.768 1.667
H4 -0.283 -1.193 0.891
H5 -0.161 -1.670 -1.408
H6 0.235 0.042 -1.830

Here are the Löwdin charges for atoms 1 to 6, given in e:
1. C 0.130
2. C -0.102
3. C -0.342
4. C -0.159
5. C -0.014
6. O -0.083

***

Computed, not measured: 3 unconnected molecules or ions with the total composition C6H16N4 in a non-equilibrium geometry, with ωB97M-V/def2-TZVPD.

Results
Lowest unoccupied orbital energy (alpha / beta) = 0.1 / 0.1 eV
HOMO (alpha / beta) = -7.04 / -7.04 eV
Frontier orbital gap (alpha / beta) = 7.10 / 7.10 eV

Atoms and positions in Å:
C1 1.790 0.221 1.313
C2 0.258 2.511 0.661
N1 0.987 0.189 0.082
C3 0.451 1.442 -0.375
N2 1.541 -0.700 -0.803
N3 0.091 1.672 -1.568
H1 1.584 -0.292 -1.737
H2 0.323 -1.584 -1.251
H3 0.209 0.872 -2.188
H4 1.213 0.581 2.162
H5 2.679 0.839 1.169
H6 2.122 -0.798 1.500
H7 -0.278 3.337 0.202
H8 -0.313 2.147 1.515
H9 1.216 2.881 1.030
C4 -2.049 -0.086 0.391
C5 -0.721 -2.115 -1.591
C6 -0.771 -0.780 0.693
N4 -0.576 -1.619 1.573
H10 0.332 -2.072 1.628
H11 -1.992 0.480 -0.535
H12 -2.837 -0.832 0.285
H13 -1.405 -1.393 -2.029
H14 -1.267 -2.786 -0.935
H15 -0.288 -2.709 -2.399
H16 -2.301 0.594 1.206

Here are the Löwdin charges for atoms 1 to 6, given in e:
1. C -0.066
2. C -0.031
3. N -0.277
4. C -0.449
5. N -0.059
6. N 0.169

***

Computed, not measured: a single C3H3FO2 molecule in a non-equilibrium geometry, with ωB97M-V/def2-TZVPD.

Results
Lowest unoccupied orbital energy = -0.8 eV
HOMO = -10.23 eV
SMILES = O=CC(=O)CF
Frontier orbital gap = 9.38 eV

Atoms and positions in Å:
O1 -1.798 -0.823 -0.471
C1 -1.370 0.227 0.015
C2 0.103 0.638 -0.155
O2 0.397 1.803 -0.354
C3 0.943 -0.568 0.085
F1 2.262 -0.439 -0.358
H1 -1.938 1.081 0.414
H2 0.885 -0.438 1.232
H3 0.515 -1.481 -0.408

Here are the Löwdin charges for atoms 1 to 6, given in e:
1. O 0.069
2. C -0.141
3. C -0.359
4. O 0.128
5. C -0.120
6. F -0.033

***

Computed, not measured: 2 unconnected molecules or ions with the total composition C3H10OS in a non-equilibrium geometry, with ωB97M-V/def2-TZVPD.

Results
Lowest unoccupied orbital energy = 0.8 eV
HOMO = -8.54 eV
SMILES = CCSC.O
Frontier orbital gap = 9.37 eV

Atoms and positions in Å:
C1 1.005 -0.341 -0.383
C2 -0.586 0.230 -0.835
S1 -0.553 1.602 -1.914
C3 0.284 2.956 -0.780
H1 1.556 -0.676 -1.249
H2 0.883 -1.043 0.439
H3 1.577 0.556 0.016
H4 -1.066 0.440 0.148
H5 -1.137 -0.676 -1.142
H6 1.396 2.832 -0.436
H7 0.284 3.936 -1.353
H8 -0.316 3.094 0.220
O1 0.037 -5.130 4.588
H9 0.543 -4.426 4.269
H10 0.615 -5.702 4.999

Here are the Löwdin charges for atoms 1 to 6, given in e:
1. C -0.108
2. C -0.608
3. S 0.724
4. C -0.374
5. H 0.038
6. H 0.040